{
  "formula": "C3H12N2O2",
  "method": "ωB97M-V/def2-TZVPD",
  "lumo_energy_ev": -2.2,
  "de_lowest_ev": 12.6996,
  "molar_mass_g_mol": 108.14,
  "homo_energy_ev": -8.7,
  "charge": 0,
  "multiplicity": 1,
  "largest_force_ev_per_a": 5.526,
  "e_tot_ha": -381.04821,
  "elements": ["H", "O", "C", "H", "H", "C", "N", "H", "H", "H", "H", "H", "C", "H", "H", "H", "H", "O", "N"],
  "xyz": [[1.383, 1.446, -0.148], [2.782, -0.271, -0.430], [-0.974, 0.297, -1.662], [-3.118, -0.345, 0.963], [-0.699, 0.176, 0.837], [1.023, -0.645, 1.607], [-1.819, 1.213, -1.440], [-0.536, 1.170, -1.039], [0.569, -1.652, 1.824], [3.721, -0.207, -0.236], [-2.953, 0.696, -0.254], [1.084, -0.101, 2.529], [0.244, -0.169, 0.428], [-0.967, -0.113, -2.690], [1.980, -0.777, 1.037], [0.763, -0.972, -1.346], [0.907, 0.782, 0.103], [-3.343, 0.520, 0.625], [-0.048, -1.048, -0.706]],
  "forces_ev_per_a": [[0.930, -1.139, -0.016], [-0.337, 0.800, -0.568], [-2.407, -3.579, -3.076], [0.150, -0.290, -0.372], [-0.421, 1.049, -0.613], [1.054, -2.400, -1.692], [2.764, -0.688, 1.065], [-0.159, 2.103, 0.677], [0.448, 0.759, -0.159], [0.042, 0.168, -0.123], [-0.173, -0.462, 1.113], [-0.266, 0.828, -0.004], [-3.032, -3.519, 1.742], [1.093, -0.119, 0.198], [0.265, -0.221, 1.352], [0.132, -0.785, 0.612], [0.570, 1.400, -0.428], [-0.522, 0.573, 0.164], [-0.131, 5.522, 0.129]]
}